Entry 1:
The molecule C4H7N at a distorted geometry, computed with the ωB97M-V functional and the def2-TZVPD basis.

Positions of all 12 atoms, in Å:
C 1.7373 0.5371 0.2345
C -0.4992 -0.1814 -0.0348
C -1.5082 -0.7930 0.6549
C -0.7485 0.7280 -1.0594
N 0.8167 -0.5523 0.3293
H 2.7505 0.3281 0.5895
H 1.5335 0.2683 -0.8495
H 1.4646 1.5921 0.4378
H -1.2806 -1.5091 1.4484
H -2.5565 -0.5634 0.4868
H 0.0040 1.1527 -1.7122
H -1.7468 0.9583 -1.3520

Cartesian forces, eV/Å:
C -0.510 -1.210 -1.381
C 1.236 -0.213 -1.440
C 0.252 -0.746 0.605
C -0.179 0.204 -0.331
N -1.541 0.526 3.493
H -0.361 -0.335 -0.206
H 1.915 1.545 -0.806
H -0.604 -0.476 -0.242
H 0.061 0.099 -0.426
H 0.202 0.387 0.108
H 0.163 0.097 0.469
H -0.635 0.122 0.157

Its LUMO energy is -1.8 eV. The multiplicity is 1. The energy is -211.1403 Eh. Its charge is 0. As for the HOMO energy: -0.2478 Ha. For the largest force on an atom, the calculation gives 3.9 eV/Å. The calculation puts the energy above the lowest of the compared OMol25 structures with the same formula, charge and spin at 138.3 kcal per mole.

***

Entry 2:
A cluster of 2 separate species, C42H66BrN6O2S4 in total, computed with the ωB97M-V functional and the def2-TZVPD basis.

Positions of all 121 atoms, in Å:
C 1.5113 5.1724 7.4879
C 1.0387 5.1524 6.0334
C 1.0082 6.5419 5.4166
C 0.6365 6.6394 3.9396
N -0.5876 5.9140 3.5806
C -0.6190 5.1507 2.3843
C -1.6866 5.3583 1.5114
C -1.8569 4.6476 0.3218
C -3.0634 4.9254 -0.5376
C -4.0363 3.7530 -0.7208
C -4.3629 3.0343 0.5799
S -5.3747 4.0513 1.7074
C -6.9891 3.3259 1.3695
S -7.7818 3.7198 0.0161
N -7.5543 2.4760 2.3352
C -6.6308 1.4834 2.9018
C -6.8012 0.1419 2.2007
C -8.3394 3.2054 3.3532
C -9.4469 2.3380 3.9185
C -0.8675 3.7180 0.0013
C 0.2301 3.4946 0.8335
C 0.3413 4.1845 2.0386
O 1.4074 3.9419 2.8758
N 1.2571 2.5682 0.4418
C 0.7466 1.2953 0.0292
C 1.3169 0.1194 0.5346
C 2.4960 0.2508 1.4707
C 2.3385 -0.3040 2.8898
C 1.0714 0.0597 3.6330
N 0.4889 1.2986 3.3196
O 0.6192 -0.6551 4.4959
C 0.7849 -1.1121 0.0933
C 1.2296 -2.5106 0.4687
Br 3.1619 -2.7778 0.2160
C 0.6691 -3.0255 1.8117
C 1.5163 -3.9997 2.6161
C -0.2885 -1.1118 -0.8078
C -0.8389 0.0619 -1.2963
N -1.9094 0.0126 -2.2393
C -3.0695 -0.0781 -1.8949
S -4.5706 -0.2262 -1.5143
C -0.3087 1.2784 -0.8845
S -0.9549 2.7888 -1.5020
H 1.8427 4.1798 7.7911
H 0.6900 5.4344 8.1545
H 2.3256 5.8777 7.6429
H 1.6646 4.4778 5.4472
H 0.0334 4.7201 6.0292
H 2.0055 6.9778 5.5162
H 0.3470 7.1894 5.9987
H 0.4587 7.6985 3.7321
H 1.4759 6.3455 3.3099
H -0.9562 5.3890 4.3597
H -2.4228 6.1026 1.7865
H -3.6181 5.7375 -0.0669
H -2.7605 5.3033 -1.5171
H -3.6977 3.0376 -1.4702
H -4.9696 4.1716 -1.1035
H -4.9403 2.1380 0.3551
H -3.4684 2.7322 1.1243
H -6.8314 1.3786 3.9674
H -5.5980 1.8195 2.8057
H -6.5477 0.2408 1.1444
H -7.8435 -0.1696 2.2560
H -6.1854 -0.6289 2.6621
H -7.6728 3.5465 4.1534
H -8.7708 4.0836 2.8763
H -9.0522 1.4679 4.4422
H -10.0794 1.9786 3.1072
H -10.0739 2.9032 4.6061
H 1.1030 3.3943 3.6117
H 1.7552 2.9806 -0.3455
H 2.7244 1.3109 1.5625
H 3.3795 -0.1937 1.0171
H 3.1424 0.1468 3.4820
H 2.4951 -1.3758 2.9533
H 1.0142 1.7818 2.5991
H -0.4766 1.2009 3.0312
H 0.8198 -3.1528 -0.3031
H -0.2393 -3.5685 1.5394
H 0.3505 -2.1910 2.4294
H 0.9389 -4.3618 3.4634
H 2.4245 -3.5449 3.0069
H 1.8199 -4.8502 2.0052
H -0.7047 -2.0504 -1.1515
C 6.5807 -4.0644 -6.7645
C 5.8226 -5.3230 -6.3478
C 4.3613 -5.3175 -6.8057
C 3.4074 -4.3234 -6.1612
N 2.9447 -4.5833 -4.7433
C 3.9183 -4.0522 -3.7208
C 3.7423 -2.5399 -3.7441
C 2.2911 -2.2988 -4.2130
C 1.7387 -3.6924 -4.4944
C 2.5393 -6.0223 -4.5109
C 3.6397 -6.9897 -4.0540
C 3.5985 -8.3224 -4.8003
H 6.1296 -3.1580 -6.3529
H 7.6111 -4.1013 -6.4143
H 6.6028 -3.9657 -7.8502
H 5.9127 -5.4557 -5.2698
H 6.3066 -6.1953 -6.7900
H 3.9378 -6.3217 -6.7635
H 4.3544 -5.0581 -7.8680
H 2.4923 -4.2982 -6.7513
H 3.8305 -3.3204 -6.1724
H 3.6232 -4.4787 -2.7620
H 4.9269 -4.3641 -3.9633
H 4.4486 -2.0754 -4.4309
H 3.9361 -2.1206 -2.7596
H 2.2637 -1.6688 -5.1001
H 1.6891 -1.8047 -3.4530
H 1.0677 -3.7558 -5.3463
H 1.2385 -4.0901 -3.6151
H 2.0604 -6.3601 -5.4296
H 1.7696 -5.9802 -3.7450
H 3.4966 -7.1893 -2.9916
H 4.6305 -6.5510 -4.1409
H 2.5950 -8.7494 -4.7915
H 4.2681 -9.0397 -4.3296
H 3.9105 -8.2170 -5.8398

Cartesian forces, eV/Å:
C -0.193 -0.241 -0.048
C -0.185 -0.073 0.167
C 0.166 0.069 -0.061
C -0.122 0.329 -0.104
N 0.148 -0.244 0.184
C -0.225 -0.002 -0.322
C 0.104 -0.240 -0.119
C 0.226 0.068 0.268
C -0.061 -0.035 -0.076
C -0.242 0.191 0.038
C -0.140 -0.065 -0.417
S 0.266 -0.087 0.290
C -0.342 -0.077 -0.202
S -0.062 0.044 -0.003
N 0.621 0.374 0.288
C -0.113 -0.260 -0.064
C -0.230 0.170 0.055
C -0.254 -0.152 -0.083
C -0.103 -0.092 -0.170
C -0.019 0.117 0.072
C -0.138 0.196 -0.032
C -0.100 0.236 0.274
O 0.088 0.034 -0.283
N -0.115 0.126 -0.146
C -0.136 -0.175 -0.121
C -0.059 -0.423 -0.010
C 0.029 0.186 0.118
C 0.413 0.329 0.086
C -0.200 0.025 0.271
N 0.416 -0.414 -0.400
O -0.192 -0.111 -0.298
C -0.196 0.203 -0.380
C -0.331 0.097 0.135
Br 0.145 -0.053 -0.064
C -0.009 -0.166 0.017
C 0.142 0.049 -0.085
C 0.238 0.236 0.019
C 0.293 -0.042 -0.057
N -0.258 -0.012 0.680
C 0.149 -0.064 -0.317
S -0.040 0.036 -0.071
C -0.040 -0.195 0.006
S 0.042 0.097 -0.120
H 0.092 0.007 0.048
H 0.038 0.197 0.031
H 0.081 0.000 0.004
H 0.133 0.118 -0.070
H 0.007 -0.103 -0.086
H 0.002 0.075 0.014
H -0.096 -0.080 0.063
H 0.085 0.042 -0.084
H -0.008 -0.254 0.032
H -0.050 0.003 0.010
H 0.013 0.036 0.059
H 0.018 0.057 0.026
H 0.037 -0.054 -0.047
H 0.164 -0.041 0.117
H -0.033 -0.054 -0.073
H 0.052 -0.029 0.093
H 0.055 0.019 0.045
H -0.038 0.024 0.043
H 0.039 0.094 0.093
H 0.066 -0.098 -0.039
H -0.022 -0.061 -0.010
H 0.120 -0.009 -0.052
H 0.033 0.087 0.014
H 0.011 0.018 -0.044
H 0.009 -0.007 0.074
H -0.014 -0.001 -0.023
H 0.063 0.034 0.101
H -0.051 0.125 0.169
H 0.172 0.000 0.098
H -0.038 0.013 -0.137
H 0.010 -0.105 0.014
H 0.093 -0.126 0.038
H -0.173 -0.088 0.051
H -0.156 -0.084 -0.141
H -0.173 0.152 0.435
H 0.213 -0.120 -0.063
H -0.152 0.180 -0.001
H 0.102 0.070 0.096
H -0.026 -0.043 0.028
H 0.023 0.060 0.012
H -0.034 -0.075 0.035
H -0.026 -0.033 -0.009
C -0.021 -0.066 0.064
C 0.058 0.164 -0.094
C 0.118 -0.157 0.132
C 0.042 -0.002 -0.205
N -0.249 0.060 0.111
C 0.076 0.033 0.065
C -0.032 0.148 -0.032
C 0.078 0.012 -0.057
C 0.024 0.145 0.053
C 0.080 -0.034 0.013
C 0.000 -0.147 -0.009
C -0.009 0.049 0.001
H 0.011 0.011 -0.005
H 0.008 0.020 -0.003
H -0.024 0.025 -0.007
H -0.007 -0.075 -0.003
H -0.004 -0.002 -0.014
H -0.016 0.017 0.066
H -0.037 0.029 -0.007
H 0.002 -0.013 -0.018
H -0.029 0.017 0.041
H 0.011 0.017 0.026
H -0.023 -0.084 0.021
H 0.027 -0.020 0.010
H -0.033 -0.058 0.042
H 0.000 -0.019 -0.016
H -0.013 -0.020 0.031
H -0.044 -0.053 0.018
H -0.001 -0.012 0.020
H 0.038 0.026 -0.053
H -0.050 -0.026 -0.017
H 0.034 0.080 0.027
H -0.004 0.023 -0.094
H -0.002 -0.015 0.021
H 0.001 -0.008 0.005
H -0.033 0.001 -0.008

Its LUMO energy is -2.3 eV. The multiplicity is 1. The energy is -6285.5312 Eh. Its charge is +1. As for the HOMO energy: -0.3455 Ha. For the largest force on an atom, the calculation gives 0.8 eV/Å.

***

Entry 3:
A cluster of 2 separate species, C5H12NO in total at a distorted geometry, computed with the ωB97M-V functional and the def2-TZVPD basis.

Positions of all 19 atoms, in Å:
C 0.5254 1.9210 -1.1174
O -0.3471 1.0071 -1.7766
C 1.6162 1.1974 -0.3543
H -0.0553 2.5684 -0.3941
H 0.8556 2.6653 -1.9358
H 2.4649 1.8908 -0.1393
H 1.9351 0.2970 -0.9217
H 1.1394 0.7669 0.5364
C -0.5550 -2.1870 -0.0001
C -0.5017 -1.0078 0.9256
C 0.4833 -1.0971 1.9024
N -1.4988 -0.0942 0.6717
H -0.2227 -1.8465 -0.9797
H -1.6045 -2.4819 -0.1123
H 0.0593 -3.0838 0.3192
H 0.5552 -0.3630 2.7273
H 1.0851 -1.9590 1.8746
H -0.8474 0.5860 -0.9961
H -1.5055 0.6035 1.3957

Cartesian forces, eV/Å:
C -0.694 1.443 -1.135
O -0.301 0.047 1.296
C 0.135 -0.043 -0.281
H 0.405 -0.563 -0.533
H 0.038 -1.178 1.117
H -0.480 -0.686 0.096
H 0.161 0.713 0.093
H 0.574 0.344 0.025
C 0.211 -0.870 -0.451
C -0.664 0.192 1.251
C -1.646 1.558 -0.041
N 1.309 -1.143 -0.414
H 0.087 -0.182 -0.306
H 0.172 -0.085 0.006
H -0.606 1.122 -0.285
H 0.140 -0.430 -0.558
H 0.823 -0.807 0.348
H 0.129 0.087 -0.649
H 0.208 0.481 0.423

Its LUMO energy is 4.2 eV. The multiplicity is 1. The energy is -327.6784 Eh. Its charge is -1. As for the HOMO energy: -0.0867 Ha. For the largest force on an atom, the calculation gives 2.3 eV/Å. The calculation puts the energy above the lowest of the compared OMol25 structures with the same formula, charge and spin at 11.1 kcal per mole.

***

- Among the records above, which one has the highest HOMO?
  C5H12NO